Computed, not measured: C61H74FN6O3P2SSiTi as an isolated structure, with wB97M-V/def2-TZVPD.

## Properties
Relative energy (zero: lowest compared OMol25 entry of this formula, charge and spin): 0.0 kcal per mole
2S+1: 1
HOMO-LUMO gap: 5.40 eV
Net charge: +3
E: -142646.18168 eV
Molar mass: 1128.3 g/mol

Each line ends with the Löwdin charge.
Cartesian coordinates (Å):
1 C 1.248 0.415 1.665  -0.241
2 C 3.519 -1.724 -6.113  -0.048
3 H -5.801 3.687 0.233  0.118
4 H 4.290 -2.235 -6.670  0.117
5 C -3.655 -0.535 -5.876  -0.031
6 F -1.923 -0.278 5.204  0.093
7 N 2.484 4.249 -1.337  0.068
8 H -1.205 0.002 2.772  0.127
9 H -6.117 -3.689 -1.120  0.115
10 H -0.193 -3.440 2.694  0.090
11 C -4.820 -0.863 -6.560  -0.065
12 H 2.538 6.110 0.896  0.128
13 C -4.555 -2.741 -2.242  -0.045
14 H -4.695 4.239 2.374  0.114
15 H 0.145 -2.684 8.448  0.147
16 H 0.055 -5.340 0.155  0.067
17 H -1.464 -2.515 9.194  0.148
18 H -3.438 2.025 -2.868  0.075
19 H -5.054 1.401 -3.467  0.084
20 C 3.862 -0.812 -5.125  -0.057
21 H 5.294 2.474 3.576  0.111
22 C -0.623 -1.977 8.760  -0.069
23 H 2.573 2.369 -3.848  0.089
24 C -4.946 0.782 -4.344  -0.029
25 C 0.923 0.317 3.055  -0.053
26 H -4.753 -1.509 -7.425  0.113
27 H -1.569 -1.378 0.928  0.041
28 N -0.001 -1.150 9.860  0.067
29 O 2.178 0.469 -1.038  -0.206
30 C -6.047 -0.376 -6.153  -0.077
31 C 5.385 1.778 4.397  -0.062
32 H 3.408 -5.030 -1.165  0.097
33 H 2.980 -1.690 -2.545  0.046
34 H 1.542 0.257 10.168  0.146
35 C -4.229 3.546 1.689  -0.055
36 C 1.654 0.208 5.378  0.078
37 C -2.412 2.077 1.118  -0.127
38 H -1.870 -0.416 7.948  0.145
39 C -0.492 2.895 -5.189  -0.068
40 H 0.302 -1.754 10.629  0.193
41 C 0.673 0.514 8.186  -0.122
42 C 3.574 4.848 -0.573  -0.100
43 C 2.872 -0.160 -4.409  -0.133
44 Ti 0.387 0.166 -1.099  0.726
45 N -2.502 0.625 -4.072  -0.188
46 H 3.545 4.844 1.620  0.113
47 H -7.044 0.839 -4.694  0.112
48 H 2.456 -3.231 -3.224  0.087
49 P 0.280 0.585 -3.787  1.042
50 C -0.279 -3.082 -2.514  -0.174
51 C 0.368 -0.076 5.800  -0.113
52 C -0.378 -3.201 0.560  -0.617
53 H 1.722 -5.158 -1.635  0.082
54 H 4.325 -3.067 -0.087  0.099
55 C 1.936 0.417 4.019  -0.087
56 H -2.996 -1.611 -3.143  0.079
57 C 2.889 5.082 0.787  -0.109
58 C -3.014 2.956 2.006  -0.069
59 H 4.901 -0.617 -4.900  0.119
60 H 0.171 -2.649 -3.409  0.009
61 H -4.604 -3.442 -3.064  0.119
62 H 2.523 4.002 -2.312  0.109
63 H -2.365 -2.599 -0.065  0.060
64 H 0.159 -1.523 -5.931  0.097
65 C 2.565 0.683 1.305  -0.026
66 C 2.184 -1.980 -6.382  -0.049
67 N 0.077 -0.295 7.142  -0.076
68 P -2.335 0.554 -1.268  1.049
69 H -1.310 -1.081 -4.446  0.080
70 C 1.490 3.827 -0.568  -0.786
71 H -1.352 -5.028 1.158  0.096
72 H -1.452 -1.711 6.836  0.141
73 H -2.532 3.189 2.946  0.103
74 C 4.327 0.737 4.571  -0.243
75 C 3.514 0.797 2.304  0.087
76 C 1.766 2.869 -4.372  -0.130
77 H 6.398 1.484 4.629  0.123
78 H 2.983 4.546 -4.911  0.115
79 H 1.284 -3.841 1.833  0.071
80 C 0.443 -3.151 1.851  -0.082
81 C 4.390 1.904 5.511  -0.079
82 H -1.448 1.645 1.358  0.059
83 H 4.413 4.152 -0.503  0.117
84 C -3.645 -1.696 -2.285  -0.113
85 C -4.850 3.241 0.485  -0.044
86 H 3.911 5.774 -1.033  0.129
87 H -6.004 -2.062 0.736  0.113
88 H -1.155 0.216 -5.624  0.102
89 C -1.286 0.013 -4.552  -0.339
90 C -4.255 2.349 -0.393  -0.080
91 H 0.961 4.236 1.335  0.137
92 H 1.506 1.101 7.807  0.131
93 C -4.436 -0.914 -0.154  -0.097
94 C 3.041 0.887 -0.097  -0.520
95 C 1.525 -0.393 -4.688  -0.349
96 N 3.238 0.676 3.599  0.047
97 C -5.341 -1.962 -0.112  -0.056
98 C -0.650 -0.111 4.804  -0.167
99 H -1.343 -2.844 -2.500  0.011
100 H 1.911 -2.689 -7.150  0.117
101 N 1.755 4.151 0.719  0.034
102 H -0.188 -4.167 -2.605  0.052
103 H 1.165 5.693 -6.131  0.117
104 C 3.342 -2.603 0.040  -0.076
105 C 0.982 4.737 -5.663  -0.049
106 H -6.948 -0.631 -6.689  0.111
107 H 2.463 0.225 6.089  0.114
108 H -1.469 2.447 -5.299  0.105
109 C -0.393 0.054 3.484  0.095
110 H 3.500 -1.532 -0.058  0.055
111 H -0.707 -0.519 10.254  0.190
112 C -3.699 0.303 -4.760  -0.230
113 C -1.054 -1.073 7.619  -0.124
114 H -4.780 2.089 -1.304  0.101
115 O 4.099 1.389 -0.349  0.147
116 C 1.188 -1.313 -5.680  -0.082
117 C -0.260 4.139 -5.770  -0.041
118 H 4.714 1.716 6.524  0.114
119 H 3.163 0.508 -3.608  0.088
120 H 4.025 -3.095 -2.439  0.103
121 C 1.161 -0.340 9.341  -0.073
122 H 3.631 2.666 5.399  0.118
123 C -0.784 -4.665 0.296  -0.076
124 C 2.001 4.094 -4.967  -0.068
125 C -2.520 1.446 -2.897  -0.324
126 O 0.307 0.248 0.786  -0.217
127 H -1.053 4.627 -6.319  0.118
128 H -1.719 2.197 -2.906  0.030
129 C -5.404 -2.877 -1.154  -0.050
130 C -1.693 -2.454 0.777  -0.107
131 H 1.914 -1.063 9.027  0.145
132 H 3.014 -2.818 1.056  0.065
133 C 2.400 -4.677 -0.929  -0.081
134 H -1.436 -4.752 -0.572  0.082
135 H -2.203 -2.856 1.659  0.100
136 C -3.021 1.769 -0.093  -0.386
137 H -4.403 -0.210 0.667  0.107
138 H 0.841 -2.157 2.068  0.055
139 C 2.983 -2.766 -2.390  -0.096
140 S 0.089 3.046 -1.119  0.734
141 C -3.581 -0.769 -1.247  -0.366
142 H 4.622 -0.242 4.926  0.164
143 C 0.517 2.256 -4.478  -0.359
144 H -0.070 1.235 8.561  0.147
145 Si 0.580 -2.509 -0.955  0.754
146 C -6.096 0.448 -5.038  -0.064
147 H 2.164 -5.036 0.070  0.070
148 C 2.391 -3.143 -1.033  -0.622
149 H -2.725 -0.944 -6.237  0.095
150 H 4.547 0.983 2.043  0.162

Atomic forces in eV per Å
C -0.4139 -0.0370 -0.2727
C 0.0055 0.0384 0.0397
H -0.0282 0.0165 0.0018
H 0.0293 -0.0213 -0.0214
C -0.1235 -0.0167 -0.0300
F 0.1037 0.0035 -0.0741
N -0.0865 -0.1094 0.1136
H 0.0150 -0.0340 -0.0106
H -0.0250 -0.0282 0.0016
H -0.0133 -0.0102 0.0201
C 0.0627 0.0017 0.0038
H -0.0043 0.0017 -0.0335
C 0.0245 0.0527 0.0169
H -0.0103 0.0228 0.0326
H -0.0569 -0.0050 -0.0357
H 0.0962 0.0002 -0.0089
H -0.0178 0.0015 -0.0609
H 0.0920 -0.0230 -0.0312
H -0.0160 0.0354 0.0161
C -0.0262 -0.0187 -0.0363
H -0.0064 0.0266 -0.0294
C 0.1092 -0.0156 0.1998
H -0.0318 0.0809 -0.0381
C 0.0141 -0.0542 -0.0305
C -0.0330 -0.1205 0.0981
H 0.0023 -0.0194 -0.0221
H 0.0448 0.0104 0.0114
N -0.0414 0.0574 0.0186
O 0.7861 0.1959 0.4208
C 0.0125 0.0318 0.0462
C 0.0577 -0.0453 0.0535
H 0.0155 -0.0170 -0.0109
H -0.0045 0.0347 0.0454
H 0.0136 0.0291 -0.0451
C 0.0319 -0.0317 -0.0335
C -0.0361 -0.0180 -0.1349
C 0.1966 -0.0362 0.0220
H -0.0291 -0.0299 0.0013
C 0.0156 0.0972 0.0433
H -0.0055 0.0189 -0.0696
C -0.0392 0.1376 -0.0290
C 0.0151 0.0661 0.0399
C 0.0442 -0.0241 0.0084
Ti -0.3407 0.0950 -0.5388
N -0.1277 0.0270 -0.1260
H 0.0181 0.0088 0.0332
H -0.0363 0.0088 0.0094
H -0.0507 -0.0009 -0.0484
P 0.0143 -0.1126 -0.0312
C -0.0514 -0.0739 -0.1198
C -0.2577 0.0166 -0.0694
C -0.0562 -0.0508 0.0678
H -0.0447 0.0005 -0.0371
H 0.0030 -0.0458 -0.0046
C 0.1570 0.0124 0.0965
H 0.0184 0.0253 -0.0439
C 0.0600 -0.0049 -0.0292
C -0.0543 0.0064 -0.0265
H 0.0272 0.0042 0.0025
H -0.0002 0.0285 -0.0201
H -0.0053 -0.0210 -0.0239
H -0.0267 0.0464 -0.0947
H -0.0150 -0.0068 -0.0415
H -0.0329 -0.0023 -0.0091
C 0.5206 0.1551 0.2435
C -0.0358 0.0203 0.0167
N 0.1898 -0.1026 0.0419
P 0.0409 0.1028 0.1031
H 0.0394 0.0129 0.0641
C 0.1819 -0.1200 -0.2069
H -0.0112 -0.0180 0.0200
H 0.0337 0.0102 -0.0004
H 0.0230 0.0081 0.0303
C -0.0648 0.0197 -0.0910
C -0.1225 -0.0027 -0.0858
C 0.0677 -0.0716 0.0884
H 0.0076 0.0184 0.0029
H 0.0295 0.0035 0.0038
H 0.0489 -0.0672 -0.0336
C 0.0232 0.0059 0.0436
C 0.0039 0.0059 -0.0251
H -0.0898 0.0597 -0.0696
H -0.0551 0.0046 0.0253
C -0.0330 -0.0633 0.0110
C 0.0453 -0.0228 0.0257
H 0.0195 -0.0108 0.0163
H -0.0182 0.0010 0.0259
H -0.0662 -0.0168 0.0692
C 0.0165 0.1345 -0.1166
C -0.0217 0.0355 0.0174
H 0.0583 0.0025 0.0123
H -0.0092 -0.0377 -0.0163
C -0.0544 0.0528 -0.0126
C -0.3966 -0.0684 -0.3874
C -0.0601 -0.0075 -0.0278
N -0.0091 -0.0269 0.0757
C 0.0026 -0.0138 -0.0246
C 0.0277 0.0441 0.2127
H 0.0030 -0.0255 0.0043
H -0.0102 -0.0185 -0.0142
N -0.1241 -0.0388 -0.0432
H -0.0149 -0.0408 -0.0206
H 0.0075 0.0299 -0.0127
C 0.0018 -0.0047 0.0015
C 0.0145 -0.0083 0.0024
H -0.0413 -0.0111 -0.0259
H 0.0133 0.0007 0.0384
H -0.0516 -0.0480 -0.0195
C 0.0346 -0.0046 -0.0724
H -0.0175 0.1080 -0.0257
H 0.0483 -0.0479 -0.0326
C 0.1379 0.0112 0.1283
C -0.0664 0.0384 -0.0833
H -0.0014 -0.0048 0.0173
O 0.0327 0.0127 0.0198
C 0.0874 -0.0357 -0.0242
C 0.0189 -0.0607 0.0421
H 0.0211 0.0070 0.0274
H -0.0152 -0.0531 0.0086
H 0.0127 -0.0382 -0.0100
C -0.0748 -0.1542 0.1312
H -0.0211 0.0157 0.0099
C -0.0096 0.0152 0.0290
C -0.0426 0.0712 -0.0125
C -0.0244 0.0914 0.0104
O 0.1565 0.0312 0.8869
H -0.0249 0.0053 -0.0144
H -0.0016 -0.0656 -0.0810
C 0.0154 0.0161 0.0143
C -0.0410 0.0610 0.0033
H 0.0213 0.0587 -0.0100
H -0.0473 0.0036 0.0680
C 0.0271 -0.0156 -0.0203
H -0.0299 0.0219 -0.0510
H -0.0017 -0.0098 0.0183
C -0.1383 -0.0453 -0.0954
H 0.0037 0.0063 -0.0043
H -0.0268 0.0157 -0.0301
C 0.0360 0.0490 -0.0530
S -0.2405 -0.0784 0.1757
C -0.0107 0.0339 -0.1135
H -0.0103 -0.0144 -0.0046
C -0.0161 -0.0225 -0.0785
H 0.0281 0.0148 0.0221
Si -0.0086 -0.1050 -0.0092
C 0.0117 -0.0236 -0.0116
H -0.0310 0.0134 0.0761
C 0.1061 0.0127 0.0954
H 0.0251 -0.0331 -0.0255
H 0.0095 0.0092 -0.0251